{"formula": "C28H73N2O11S8", "method": "wB97M-V/def2-TZVPD", "species": ["C", "C", "O", "C", "C", "C", "N", "C", "C", "O", "C", "C", "N", "C", "C", "C", "O", "H", "H", "H", "H", "H", "H", "H", "H", "H", "H", "H", "H", "H", "H", "H", "H", "H", "H", "H", "H", "H", "H", "H", "H", "H", "C", "S", "O", "C", "H", "H", "H", "H", "H", "H", "C", "S", "O", "C", "H", "H", "H", "H", "H", "H", "C", "S", "O", "C", "H", "H", "H", "H", "H", "H", "C", "S", "O", "C", "H", "H", "H", "H", "H", "H", "C", "S", "O", "C", "H", "H", "H", "H", "H", "H", "C", "S", "O", "C", "H", "H", "H", "H", "H", "H", "C", "S", "O", "C", "H", "H", "H", "H", "H", "H", "C", "S", "O", "C", "H", "H", "H", "H", "H", "H"], "coordinates": [[0.925, -0.128, 1.730], [0.520, 1.335, 1.736], [0.029, 1.777, 0.460], [0.965, 1.695, -0.565], [0.504, 2.630, -1.701], [1.672, 2.907, -2.549], [1.896, 4.151, -2.706], [0.864, 5.021, -2.120], [0.037, 4.046, -1.270], [-1.298, 4.322, -1.551], [-2.226, 3.874, -0.546], [-3.638, 4.052, -1.074], [-4.197, 2.927, -1.802], [-4.505, 1.740, -1.023], [-4.125, 0.418, -1.685], [-2.665, 0.331, -2.084], [-4.450, -0.650, -0.801], [0.844, -0.557, 2.724], [1.940, -0.255, 1.354], [0.253, -0.665, 1.061], [-0.313, 1.498, 2.412], [1.350, 1.984, 2.029], [1.959, 2.001, -0.210], [1.042, 0.679, -0.967], [-0.276, 2.158, -2.301], [2.307, 2.137, -2.968], [2.696, 4.508, -3.215], [1.278, 5.899, -1.639], [0.236, 5.378, -2.938], [0.259, 4.191, -0.208], [-2.037, 2.828, -0.308], [-2.074, 4.452, 0.370], [-4.290, 4.278, -0.231], [-3.658, 4.926, -1.726], [-3.667, 2.721, -2.635], [-4.011, 1.751, -0.042], [-5.574, 1.700, -0.810], [-4.751, 0.243, -2.559], [-2.369, 1.135, -2.758], [-2.471, -0.604, -2.607], [-2.039, 0.390, -1.189], [-3.825, -0.633, -0.067], [-1.360, -3.538, 2.864], [-0.039, -3.662, 4.066], [0.512, -2.284, 4.235], [1.119, -4.521, 3.007], [-2.176, -2.984, 3.321], [-0.990, -3.012, 1.982], [-1.714, -4.536, 2.615], [1.325, -3.900, 2.137], [0.696, -5.482, 2.711], [2.043, -4.676, 3.557], [-4.335, -7.420, 5.524], [-4.136, -5.648, 5.320], [-3.514, -5.442, 3.982], [-2.821, -5.455, 6.526], [-5.089, -7.748, 4.812], [-3.385, -7.914, 5.318], [-4.670, -7.631, 6.539], [-1.980, -6.088, 6.246], [-3.196, -5.718, 7.515], [-2.516, -4.410, 6.514], [4.498, -2.279, 0.434], [5.121, -3.288, 1.778], [3.964, -4.072, 2.288], [5.349, -1.937, 2.941], [4.223, -2.931, -0.392], [3.618, -1.737, 0.783], [5.277, -1.588, 0.109], [4.393, -1.435, 3.092], [6.102, -1.250, 2.554], [5.691, -2.366, 3.881], [1.322, -5.475, -1.798], [3.054, -5.020, -1.668], [3.191, -3.687, -2.327], [3.683, -6.244, -2.809], [0.753, -4.785, -1.179], [1.008, -5.392, -2.839], [1.191, -6.493, -1.432], [3.200, -6.112, -3.778], [3.482, -7.238, -2.410], [4.759, -6.097, -2.907], [-3.332, 7.822, -0.053], [-2.766, 7.137, 1.509], [-3.907, 6.379, 2.086], [-2.649, 8.697, 2.375], [-3.521, 6.992, -0.730], [-4.253, 8.380, 0.116], [-2.558, 8.469, -0.465], [-3.625, 9.183, 2.358], [-1.888, 9.320, 1.909], [-2.354, 8.492, 3.401], [2.436, 10.990, 3.759], [1.350, 9.659, 3.239], [0.000, 10.258, 3.059], [1.319, 8.799, 4.815], [2.541, 11.672, 2.918], [1.984, 11.508, 4.604], [3.409, 10.580, 4.027], [0.948, 9.475, 5.584], [2.322, 8.448, 5.057], [0.647, 7.950, 4.711], [-5.723, -2.859, -4.993], [-4.582, -2.307, -3.721], [-3.286, -2.018, -4.400], [-4.401, -3.897, -2.913], [-5.929, -2.007, -5.637], [-5.262, -3.660, -5.570], [-6.646, -3.198, -4.523], [-4.038, -4.627, -3.635], [-5.361, -4.200, -2.497], [-3.679, -3.770, -2.109], [8.302, -5.090, -5.960], [6.627, -5.339, -5.364], [6.744, -6.005, -4.038], [6.190, -6.620, -6.545], [8.770, -4.351, -5.315], [8.847, -6.032, -5.905], [8.268, -4.718, -6.984], [6.889, -7.451, -6.450], [6.213, -6.206, -7.552], [5.182, -6.952, -6.308]], "mulliken_charge": [-0.842, -0.545, -0.209, -1.454, 1.235, -0.672, 0.022, -0.835, 0.129, -0.464, 0.764, -1.197, -0.195, -0.773, -0.020, -0.491, -0.523, 0.403, 0.018, 0.258, 0.383, 0.372, 0.664, 0.424, -0.119, 0.532, 0.255, 0.367, 0.355, 0.306, -0.233, 0.197, 0.329, 0.291, 0.331, 0.272, 0.289, 0.416, 0.268, 0.300, -0.082, 0.365, -0.879, 0.511, -0.664, -0.848, 0.352, 0.229, 0.388, 0.126, 0.419, 0.355, -0.947, 0.449, -0.552, -0.857, 0.317, 0.299, 0.376, 0.269, 0.400, 0.264, 0.326, 0.400, -0.536, -0.879, -0.055, -0.472, 0.426, 0.186, 0.378, 0.347, -1.049, 0.628, -0.679, -0.960, 0.298, 0.353, 0.380, 0.331, 0.409, 0.252, -0.737, 0.617, -0.648, -1.018, 0.064, 0.394, 0.331, 0.346, 0.372, 0.313, -0.993, 0.517, -0.600, -0.920, 0.318, 0.316, 0.380, 0.301, 0.390, 0.292, -1.080, 0.734, -0.677, -1.071, 0.331, 0.337, 0.379, 0.401, 0.360, 0.272, -0.974, 0.546, -0.627, -0.899, 0.319, 0.305, 0.373, 0.305, 0.357, 0.290], "relative_energy_kcal_mol": 0.00, "total_charge": 1, "spin_multiplicity": 1, "e_tot_ev": -142391.154}